Below is C22H36O3P2Pt as an isolated structure in a non-equilibrium geometry, with properties calculated with the ωB97M-V functional and the def2-TZVPD basis.

Properties
Gap between HOMO and LUMO (spin up / spin down) = 6.794 / 3.573 eV
Spin multiplicity = 5
Expectation value of S² = 6.04
Charge = +2
Energy above the lowest of the compared OMol25 structures with the same formula, charge and spin = 56.0 kcal per mole

Each line ends with the Löwdin charge.
Atoms and positions in Å:
P: -0.3129 -2.2330 -2.0968  0.919
P: 0.3528 1.2101 -2.4359  0.884
C: -0.5315 -1.2810 -3.6805  -0.285
C: 0.4916 -0.1291 -3.7900  -0.299
H: -1.5636 -0.8734 -3.8051  0.106
H: -0.2933 -1.9486 -4.5406  0.108
H: 1.5563 -0.4336 -3.7513  0.086
H: 0.3887 0.4429 -4.7352  0.103
C: -0.7375 2.2947 -3.5186  -0.214
H: -1.1519 3.1544 -2.9716  0.050
H: -1.5699 1.7272 -3.9592  0.046
H: -0.1002 2.6979 -4.3317  0.060
C: 1.9598 2.1001 -2.7483  -0.160
H: 1.9638 2.4991 -3.7810  0.066
H: 2.8085 1.4025 -2.5941  0.064
H: 2.0090 2.9547 -2.0383  0.071
C: -1.6268 -3.5193 -2.1140  -0.149
H: -1.4967 -4.1394 -1.2109  0.075
H: -1.4860 -4.1723 -2.9967  0.083
H: -2.6590 -3.1308 -2.1342  0.066
C: 1.1350 -3.2071 -2.5744  -0.184
H: 2.0447 -2.5707 -2.6218  0.068
H: 0.8810 -3.6043 -3.5882  0.089
H: 1.2427 -4.0438 -1.8524  0.067
Pt: 1.3266 -2.0458 0.8606  1.068
C: -0.4527 2.4584 -0.9280  -0.323
C: -1.6714 1.8514 -0.5583  -0.110
C: -2.4150 0.8400 -1.3758  -0.202
C: -2.0159 -0.4945 -0.8218  -0.207
C: -0.5226 -0.9199 -0.8587  -0.382
C: 0.9218 0.0143 -0.8759  -0.311
C: 1.4857 1.0758 0.1353  -0.220
C: 0.5919 2.3273 0.2541  -0.190
C: 1.5442 -3.5147 2.1286  -0.306
H: -0.4884 3.4972 -1.3571  0.126
H: -2.0708 2.0738 0.4434  0.129
H: -2.3190 0.7872 -2.4889  0.088
H: -3.4691 1.0080 -1.0688  0.143
H: -2.3425 -0.5201 0.2384  0.121
H: -2.6262 -1.2520 -1.3510  0.100
H: -0.4348 -1.5920 0.0952  0.027
H: 1.6818 -0.4207 -1.5702  0.064
H: 2.5082 1.4349 -0.3103  0.131
H: 1.9309 0.7730 1.1485  0.093
H: 0.1059 2.3392 1.2375  0.092
H: 1.1494 3.2794 0.4163  0.123
H: 2.3162 -3.3228 2.8947  0.022
H: 1.7279 -4.4816 1.6273  0.007
H: 0.5745 -3.5314 2.6701  0.017
O: 2.1563 1.1823 4.0627  0.180
C: 0.9809 1.1534 4.7369  -0.167
C: 0.9088 1.8538 5.9485  0.080
C: -0.2867 1.8702 6.6678  0.013
C: -1.4272 1.2310 6.1731  0.041
C: -1.3742 0.5550 4.9492  0.061
C: -0.1514 0.4481 4.2628  -0.006
C: -0.0910 -0.3491 2.9613  -0.514
O: -1.1478 -0.5151 2.3242  0.044
O: 1.1025 -0.7979 2.6388  -0.221
H: 2.1445 0.4115 3.4347  0.110
H: 1.7884 2.3626 6.2825  0.141
H: -0.3236 2.3946 7.6113  0.132
H: -2.3724 1.2705 6.7279  0.146
H: -2.2480 0.0676 4.5037  0.144

Below is one molecule with the formula C22H37Cl2FO8 in a non-equilibrium geometry, with properties calculated with the ωB97M-V functional and the def2-TZVPD basis.

Properties
Gap between HOMO and LUMO = 7.489 eV
Spin multiplicity = 1

Each line ends with the Löwdin charge.
Atoms and positions in Å:
C: -5.3738 3.8253 0.5710  -0.048
C: -5.4123 2.3254 0.3423  -0.124
C: -4.2885 1.5719 -0.6425  -0.069
C: -3.2482 0.7750 0.3403  -0.216
F: -3.5203 1.4870 1.6424  -0.053
O: -3.5721 -0.6326 0.7487  -0.036
C: -2.5971 -1.6490 0.2296  -0.174
O: -2.8535 -2.8011 -0.3863  0.029
C: -1.1423 -0.8804 0.5387  -0.161
C: 0.1754 -1.3165 -0.3311  -0.120
O: 1.0683 -2.3013 0.2933  -0.228
C: 2.4802 -1.8964 0.2551  -0.185
C: 3.2344 -2.3358 -1.1719  -0.129
O: 4.6042 -2.7952 -0.7690  -0.224
C: 5.4108 -1.6600 -0.2865  -0.182
C: 5.7750 -1.7134 1.3197  -0.167
O: 6.7328 -0.6461 1.7421  -0.214
C: 6.0177 0.5871 2.1123  -0.256
C: 6.7931 1.4690 3.2979  -0.106
C: -0.9356 -0.8350 2.1584  -0.513
Cl: 0.7536 -0.1717 2.6980  0.591
C: -1.3207 -2.1542 3.0195  -0.643
C: -0.8961 -3.6068 2.4299  -0.138
Cl: -3.1300 -2.2157 3.5721  0.529
C: -1.6688 0.5718 -0.1237  -0.191
C: -1.4164 0.8607 -1.7055  -0.122
C: -1.9159 -0.2372 -2.7868  -0.155
C: -3.3675 0.0208 -3.4968  -0.222
O: -3.6724 1.4105 -3.8503  -0.263
C: -2.9246 1.8765 -5.0278  -0.121
C: -0.9515 1.9198 0.5598  -0.102
O: -1.5773 3.1898 0.1651  -0.224
O: -0.7604 3.9626 -0.4950  -0.060
H: -5.5576 4.5406 -0.3381  0.057
H: -5.0969 4.2036 1.6679  0.079
H: -6.2395 1.6608 0.8664  0.115
H: -4.9377 0.8682 -1.3420  0.122
H: -3.8136 2.4398 -1.2746  0.122
H: -0.0394 -1.7246 -1.4065  0.145
H: 0.8215 -0.3284 -0.4745  0.129
H: 2.6881 -0.7801 0.5502  0.109
H: 3.0324 -2.5516 1.0869  0.141
H: 3.3567 -1.4263 -1.8979  0.126
H: 2.7243 -3.2831 -1.6697  0.151
H: 6.4507 -1.6523 -0.8564  0.145
H: 4.8660 -0.6286 -0.5210  0.129
H: 4.8223 -1.7182 2.0252  0.119
H: 6.3396 -2.7332 1.5256  0.143
H: 5.9754 1.3121 1.1757  0.123
H: 4.9242 0.4168 2.5077  0.117
H: 6.8815 2.6103 2.9667  0.082
H: 6.1243 1.4812 4.2758  0.075
H: 7.8477 1.0279 3.5752  0.084
H: -1.6715 0.0195 2.5555  0.115
H: -0.7349 -2.0454 4.0569  0.111
H: -1.1883 -4.4151 3.2591  0.094
H: -1.4256 -3.9533 1.4499  0.084
H: 0.2947 -3.6639 2.3766  0.100
H: -1.8547 1.9088 -2.0621  0.124
H: -0.2367 0.9818 -1.8511  0.132
H: -1.1211 -0.2067 -3.6800  0.127
H: -1.9157 -1.3605 -2.4356  0.110
H: -3.3448 -0.5853 -4.5254  0.134
H: -4.1771 -0.5195 -2.8383  0.126
H: -2.0896 2.6577 -4.7579  0.096
H: -2.4662 1.0312 -5.6946  0.100
H: -3.7107 2.4658 -5.7061  0.112
H: -0.9445 1.8993 1.7283  0.122
H: 0.1514 1.9404 0.1081  0.148
H: -1.2349 4.1048 -1.3888  0.147

Below is C22H37ClF3IrN2O5P as an isolated structure in a non-equilibrium geometry, with properties calculated with the ωB97M-V functional and the def2-TZVPD basis.

Properties
Gap between HOMO and LUMO = 7.854 eV
Spin multiplicity = 1
Charge = +1
Energy above the lowest of the compared OMol25 structures with the same formula, charge and spin = 40.9 kcal per mole

Each line ends with the Löwdin charge.
Atoms and positions in Å:
Ir: 0.4035 0.0600 0.0145  1.296
N: -1.2878 -0.3514 -1.1571  -0.082
C: -2.0611 -1.4532 -0.5028  -0.163
C: -2.3004 -0.9984 0.9314  -0.167
N: -0.9791 -0.5710 1.4769  -0.057
H: -1.8914 0.4632 -1.2366  0.095
H: -1.0116 -0.6173 -2.0982  0.095
H: -1.4317 -2.3404 -0.5341  0.097
H: -2.9923 -1.6534 -1.0316  0.137
H: -2.7249 -1.7992 1.5381  0.081
H: -2.9774 -0.1452 0.9661  0.115
H: -0.4505 -1.3896 1.8072  0.078
H: -1.0763 0.0477 2.2765  0.118
F: 4.8689 0.5612 1.2250  0.189
C: 4.3386 -0.1354 0.2242  -0.562
F: 4.9806 0.1618 -0.9035  0.187
F: 4.4778 -1.4363 0.4717  0.195
C: 2.8417 0.1858 0.0940  -0.552
O: 2.1659 0.5124 1.0989  -0.075
O: 2.2486 0.0648 -1.0169  -0.060
C: 3.0929 3.3737 -0.2524  -0.058
C: 1.6421 3.4468 0.2287  -0.495
C: 1.5325 3.4557 1.7548  -0.080
P: 0.4386 2.2851 -0.5468  0.998
C: 0.8270 2.4220 -2.3530  -0.510
C: 0.1935 1.3624 -3.2526  -0.107
C: 0.5665 3.8158 -2.9297  -0.094
C: -1.2121 3.1352 -0.3131  -0.495
C: -1.1920 4.6688 -0.2819  -0.095
C: -1.9960 2.6612 0.9122  -0.108
H: 3.6962 4.0255 0.3800  0.099
H: 3.2009 3.7233 -1.2787  0.085
H: 3.5370 2.3854 -0.1970  0.053
H: 1.2475 4.3968 -0.1415  0.087
H: 1.9617 2.5559 2.1901  0.073
H: 0.5004 3.5415 2.0970  0.061
H: 2.0779 4.3170 2.1418  0.094
H: 1.9043 2.2367 -2.3755  0.100
H: -0.8970 1.4442 -3.2835  0.080
H: 0.4982 0.3562 -2.9621  0.058
H: 0.5476 1.5133 -4.2726  0.096
H: -0.5015 3.9939 -3.0634  0.083
H: 1.0326 3.8788 -3.9136  0.094
H: 0.9808 4.6225 -2.3270  0.071
H: -1.7631 2.8263 -1.2132  0.104
H: -0.6141 5.0343 0.5672  0.081
H: -2.2133 5.0276 -0.1463  0.094
H: -0.8048 5.1258 -1.1873  0.061
H: -1.6443 3.1581 1.8169  0.082
H: -1.9144 1.5923 1.0702  0.009
H: -3.0494 2.9160 0.7918  0.096
C: -2.0612 -5.6324 -0.7471  -0.016
C: -1.8521 -4.9035 0.5477  -0.195
C: -2.9214 -4.5273 1.3476  -0.067
C: -2.7090 -3.8614 2.5471  -0.703
Cl: -4.0763 -3.3461 3.4919  0.684
C: -1.4284 -3.6015 2.9957  -0.112
C: -0.3439 -3.9698 2.2060  -0.007
C: -0.5571 -4.5841 0.9798  -0.232
O: 0.4378 -4.8920 0.0945  -0.022
C: 1.6675 -4.1783 0.1821  -0.058
C: 1.2982 -2.7010 0.1237  -0.641
O: 1.3699 -2.0030 1.1638  -0.072
O: 0.7679 -2.2557 -0.9136  -0.039
H: -3.1154 -5.6404 -1.0187  0.083
H: -1.7217 -6.6661 -0.6641  0.098
H: -1.4850 -5.1782 -1.5534  0.087
H: -3.9323 -4.7511 1.0318  0.119
H: -1.2709 -3.1224 3.9524  0.116
H: 0.6567 -3.7651 2.5549  0.120
H: 2.2178 -4.4789 -0.7060  0.143
H: 2.2415 -4.4062 1.0804  0.135

- What is the spin multiplicity in the first record?
  5

- Which formula does entry 3 have?
  C22H37ClF3IrN2O5P